Record 1
16
Properties=species:S:1:pos:R:3:forces:R:3:lowdin_charge:R:1 method="wB97M-V/def2-TZVPD" fmax_ha_per_bohr=0.008 homo_lumo_gap_ev=10.7 e_tot_ha=-271.7020 multiplicity=1 smiles=CCC1COC1 de_lowest_ev=1.378
C -1.525059 0.169949 -1.397689 -0.1 0.1 0.0 -0.10
C -0.083767 -0.178885 -1.016473 0.0 -0.1 -0.1 -0.24
C 0.483579 0.465657 0.233321 -0.1 0.1 -0.1 -0.27
C 1.729512 -0.231128 0.807468 0.3 0.1 -0.3 -0.16
O 1.064688 -0.522522 2.044977 0.1 0.0 0.1 -0.11
C -0.169573 0.019066 1.552703 -0.4 0.1 0.0 -0.16
H -1.612311 0.986437 -2.120231 0.1 0.0 0.1 0.07
H -2.139351 0.441941 -0.531160 0.1 -0.1 -0.1 0.07
H -1.958179 -0.724796 -1.846384 -0.2 0.2 -0.1 0.07
H 0.576435 -0.010788 -1.876008 0.0 0.0 0.1 0.12
H -0.073795 -1.252810 -0.829827 0.2 -0.2 0.0 0.11
H 0.583640 1.551642 0.135685 0.0 -0.2 0.0 0.14
H 2.624916 0.386274 0.942873 -0.1 -0.1 0.1 0.12
H 2.004914 -1.150893 0.269648 0.0 0.2 0.1 0.12
H -0.566369 0.809687 2.198989 0.1 -0.1 0.0 0.12
H -0.939281 -0.758830 1.432109 0.1 0.1 0.0 0.12

***

Record 2
67
Properties=species:S:1:pos:R:3:forces:R:3:lowdin_charge:R:1 method="wB97M-V/def2-TZVPD" fmax_ha_per_bohr=0.146 homo_lumo_gap_ev=9.6 e_tot_ha=-2980.0371 multiplicity=1 de_lowest_ev=3.278
Mg -6.964120 -10.212010 -11.551500 -0.6 -2.1 0.1 0.40
C -9.568950 -10.420410 -8.301750 1.2 0.0 -0.9 -0.57
F -8.927160 -9.316030 -7.833210 -1.1 -1.9 -0.4 0.12
F -8.755210 -11.511000 -8.168840 -0.4 1.1 0.3 0.09
F -10.699780 -10.669890 -7.671300 0.5 0.5 -0.2 0.17
S -9.883510 -10.368420 -10.235490 -2.2 -1.3 -1.0 0.76
O -9.820460 -11.760550 -10.675380 1.3 1.4 0.8 -0.29
O -11.233550 -9.806360 -10.497140 3.4 -0.3 1.2 -0.29
N -8.470190 -9.438060 -10.818830 -7.0 1.3 2.4 -0.29
S -9.231660 -7.951810 -10.814840 0.7 4.1 -1.5 0.67
O -10.255850 -7.753590 -11.845510 1.7 -0.7 1.2 -0.30
O -9.437170 -7.343200 -9.509080 -0.3 -1.4 -0.9 -0.28
C -7.738500 -6.879770 -11.393860 -2.3 -1.0 0.8 -0.70
F -6.824520 -7.021650 -10.444760 0.7 0.4 -0.2 0.14
F -7.341360 -7.265900 -12.568940 1.0 -0.7 -1.2 0.17
F -8.106480 -5.623990 -11.524590 -0.1 0.5 0.6 0.18
B -5.350480 -9.580650 -12.369620 2.8 1.0 -1.3 -0.33
H -4.493060 -9.186320 -12.892670 2.6 1.5 -1.9 0.01
H -6.099480 -9.999690 -13.023560 -2.0 -1.2 -3.3 -0.01
H -5.033370 -10.347910 -11.680410 1.6 -3.0 2.1 -0.01
H -5.818220 -8.862410 -11.714180 -1.3 3.3 2.1 -0.03
C 2.138030 -10.186970 -10.025060 -0.7 0.7 -0.1 -0.10
O 0.782770 -9.734300 -9.992310 -1.1 -0.7 -0.7 -0.17
C 0.164020 -9.891600 -11.295530 0.3 -0.8 -0.3 -0.21
C -1.251930 -9.400900 -11.413690 1.3 1.9 0.2 -0.18
O -1.074340 -7.996110 -11.475550 -0.2 0.7 -0.3 -0.12
C -2.267580 -7.321640 -11.716500 -1.8 0.5 2.4 -0.23
C -2.076400 -5.829250 -11.752450 1.6 1.2 -0.2 -0.16
O -1.561160 -5.142250 -10.559450 -0.6 -1.3 -1.0 -0.18
C -1.093780 -3.834710 -10.813150 0.7 -0.2 1.1 -0.14
H 2.147170 -11.190720 -10.449900 0.5 0.1 -0.3 0.09
H 2.600710 -10.209690 -9.038390 -0.6 -0.1 0.3 0.08
H 2.675870 -9.399660 -10.553240 0.5 -0.5 -0.6 0.09
H 0.026490 -10.893890 -11.701240 0.8 -1.1 0.9 0.12
H 0.799370 -9.449710 -12.063110 0.0 0.6 0.1 0.13
H -1.837130 -9.742660 -10.559960 -0.3 0.2 0.2 0.13
H -1.745420 -9.639980 -12.355720 0.1 -0.9 0.0 0.13
H -2.933680 -7.602060 -10.900560 -0.5 0.1 0.4 0.12
H -2.863350 -7.606590 -12.583660 0.5 -0.2 -0.7 0.12
H -2.889900 -5.212060 -12.133770 -0.6 -0.6 0.1 0.13
H -1.334430 -5.820280 -12.550890 0.7 0.9 -0.1 0.12
H -1.868830 -3.072460 -10.892960 -0.3 -0.2 -0.8 0.08
H -0.281270 -3.805050 -11.539130 -0.5 0.0 -0.8 0.09
H -0.560160 -3.506480 -9.921170 -0.1 -0.3 0.4 0.08
C -8.876800 -10.179170 -14.041140 -0.8 2.1 -2.3 -0.09
O -8.264980 -10.986880 -13.116990 -1.6 -0.2 1.0 -0.26
C -7.800000 -12.172540 -13.693160 1.0 0.2 0.3 -0.15
C -7.461740 -13.016130 -12.464140 1.3 0.0 -1.1 -0.09
O -6.656680 -12.184830 -11.568420 -1.2 -2.4 0.2 -0.19
C -6.418140 -12.917140 -10.357970 0.1 2.9 2.3 -0.10
C -5.837610 -11.852900 -9.322880 -0.1 -1.0 -1.1 -0.12
O -6.316240 -10.512900 -9.683890 1.0 -2.5 1.7 -0.27
C -5.512130 -9.620840 -8.939530 0.3 0.7 0.3 -0.05
H -9.519170 -9.388670 -13.653120 0.2 -0.3 0.8 0.10
H -9.463810 -10.659830 -14.823750 -0.4 -0.9 0.5 0.10
H -8.166310 -9.667030 -14.690000 0.8 0.3 0.2 0.11
H -7.013720 -11.762120 -14.326730 0.9 -1.1 -0.1 0.14
H -8.507070 -12.666640 -14.359500 -0.4 0.0 0.3 0.14
H -6.793240 -13.849870 -12.678800 -0.3 -0.2 -0.4 0.14
H -8.400680 -13.391820 -12.057510 0.1 0.4 0.6 0.13
H -5.699810 -13.734570 -10.420570 -0.3 -0.1 -0.5 0.14
H -7.345910 -13.135760 -9.829240 -0.4 -0.9 -0.9 0.12
H -4.761980 -12.005470 -9.234370 0.5 1.1 -0.9 0.13
H -6.075120 -12.138610 -8.298160 -1.0 0.3 0.0 0.13
H -5.606940 -9.877020 -7.884310 0.2 0.1 0.1 0.11
H -5.832090 -8.587290 -9.071790 -0.1 -0.2 -0.2 0.10
H -4.487490 -9.745770 -9.289710 0.2 0.3 0.2 0.10

***

Record 3
11
Properties=species:S:1:pos:R:3:forces:R:3:lowdin_charge:R:1 method="wB97M-V/def2-TZVPD" fmax_ha_per_bohr=0.029 homo_lumo_gap_ev=6.3 e_tot_ha=-516.6869 charge=-1 multiplicity=1 de_lowest_ev=0.695
S 1.824872 2.895817 -1.510883 0.0 0.0 0.1 -0.35
H 1.284969 3.132567 -0.299959 0.0 0.0 -0.1 -0.48
C -0.499166 0.162235 -0.584693 0.3 -0.2 0.5 -0.13
C -0.070187 -0.604728 0.630699 -1.1 -0.4 -0.9 -0.25
C -0.250383 -1.901100 0.852874 -0.3 0.1 0.8 -0.05
H 0.390728 0.700316 -0.939625 -0.3 0.3 -0.2 -0.02
H -0.907988 -0.443080 -1.395169 0.0 -0.2 0.2 0.07
H -1.243570 0.883529 -0.253296 0.0 0.3 -0.3 0.07
H 0.302660 0.016474 1.414120 0.9 0.2 0.3 0.08
H 0.138029 -2.330293 1.769086 -0.1 -0.1 0.1 0.03
H -0.969959 -2.511739 0.316851 0.5 -0.1 -0.6 0.04

***

Record 4
16
Properties=species:S:1:pos:R:3:forces:R:3:lowdin_charge:R:1 method="wB97M-V/def2-TZVPD" fmax_ha_per_bohr=0.138 homo_lumo_gap_ev=8.7 e_tot_ha=-550.0857 multiplicity=1 smiles="O=c1[nH]c2ccc(O)cc2o1" de_lowest_ev=4.386
O -3.496795 -0.052217 0.599120 -2.8 1.0 -0.2 0.14
C -2.341981 -0.018745 0.424402 3.0 -4.0 3.1 -0.58
N -1.445704 -1.019631 1.027671 -5.9 0.4 0.3 0.15
C -0.280251 -0.866514 0.292212 0.4 0.6 1.5 -0.25
C 0.934304 -1.369406 0.505279 4.1 -3.3 1.4 -0.03
C 2.044357 -0.724815 -0.007972 -3.9 1.2 0.5 -0.08
C 2.032620 0.523188 -0.528857 0.5 2.4 -3.5 -0.34
O 3.251065 1.066123 -1.010727 3.0 -2.0 4.2 -0.08
C 0.847590 1.219827 -0.963403 -1.4 -5.1 4.7 0.15
C -0.297676 0.392194 -0.339807 2.1 1.4 -1.7 -0.11
O -1.563459 0.801272 -0.197151 -0.9 4.1 -2.5 0.16
H -2.235784 -1.659784 1.657785 4.1 1.4 -2.7 0.28
H 1.366934 -2.295294 1.118761 -2.3 1.7 -1.3 0.17
H 2.834913 -1.297430 0.030347 4.7 -2.1 0.2 0.06
H 4.118613 0.668011 -0.273133 -4.2 1.8 -3.6 0.25
H 0.874973 2.266110 -1.148507 -0.5 0.5 -0.5 0.10